1.
Computed, not measured: a structure of composition C23H48N11O5S3SiTi, with ωB97M-V with the def2-TZVPD basis set.

Each line ends with the Mulliken charge.
Cartesian coordinates (Å):
1 Ti -0.22 0.01 0.15  -0.101
2 N -0.61 -1.67 3.60  -0.318
3 N -0.41 -0.37 4.10  -0.243
4 C 0.23 0.54 3.34  0.452
5 N 0.43 1.76 3.87  -0.414
6 N 0.62 0.17 2.13  0.072
7 N 1.10 1.12 1.22  0.940
8 O 1.39 2.33 1.47  -0.948
9 O 1.71 0.44 0.21  -0.799
10 H -1.45 -1.69 3.02  -0.025
11 H -0.71 -2.29 4.39  0.309
12 H -1.07 0.00 4.78  0.245
13 H 0.45 1.85 4.87  0.223
14 H 0.92 2.42 3.28  0.214
15 N 2.12 -1.07 -2.10  -0.352
16 N 1.89 -0.13 -3.10  -0.279
17 C 0.67 0.37 -3.33  0.410
18 N 0.56 1.17 -4.40  -0.420
19 S -0.72 0.06 -2.41  -0.169
20 H 2.66 -0.66 -1.35  0.213
21 H 2.58 -1.88 -2.49  0.273
22 H 2.67 0.24 -3.63  0.199
23 H 1.27 1.21 -5.11  0.195
24 H -0.35 1.56 -4.61  0.213
25 N 1.48 -6.82 1.42  -0.352
26 C 1.27 -6.28 0.20  -0.142
27 S 1.41 -7.12 -1.20  -0.316
28 C 0.95 -4.82 0.21  0.889
29 C 0.06 -4.29 -0.71  -1.001
30 C -0.20 -2.94 -0.69  -0.258
31 N 0.39 -2.10 0.17  1.061
32 C 1.25 -2.60 1.05  -0.533
33 C 1.55 -3.95 1.11  -0.950
34 H 1.68 -7.80 1.48  0.224
35 H 1.23 -6.32 2.26  0.213
36 H -0.42 -4.93 -1.44  0.451
37 H -0.89 -2.50 -1.40  0.200
38 H 1.72 -1.90 1.72  0.517
39 H 2.28 -4.30 1.83  0.506
40 C -1.15 5.41 -0.89  -1.185
41 C -0.42 4.55 0.13  -0.436
42 C -0.73 3.12 0.05  0.136
43 N -1.00 2.01 -0.06  0.714
44 H -0.80 6.44 -0.79  0.419
45 H -2.22 5.40 -0.74  0.236
46 H -0.94 5.08 -1.91  0.320
47 H -0.63 4.85 1.16  0.282
48 H 0.66 4.61 0.01  0.429
49 C -5.79 -2.57 2.48  -1.637
50 C -5.88 -1.07 2.24  1.670
51 C -5.06 -0.31 3.28  -1.116
52 C -7.33 -0.60 2.27  -1.688
53 O -5.39 -0.85 0.91  1.142
54 Si -4.21 0.02 0.21  -2.539
55 S -2.37 -0.87 0.78  0.190
56 O -4.43 -0.07 -1.40  0.957
57 C -4.93 -1.11 -2.26  1.803
58 C -4.45 -0.73 -3.66  -1.569
59 C -4.36 -2.46 -1.86  -1.134
60 C -6.45 -1.11 -2.20  -1.693
61 O -4.19 1.59 0.65  -0.067
62 C -4.83 2.75 0.10  1.882
63 C -6.31 2.47 -0.14  -1.364
64 C -4.13 3.15 -1.20  -0.894
65 C -4.65 3.83 1.15  -1.759
66 H -6.16 -2.83 3.48  0.489
67 H -4.76 -2.90 2.39  0.219
68 H -6.39 -3.11 1.75  0.306
69 H -5.52 -0.43 4.26  0.558
70 H -5.02 0.75 3.03  0.113
71 H -4.04 -0.69 3.31  0.102
72 H -7.79 -0.86 3.23  0.465
73 H -7.90 -1.08 1.48  0.292
74 H -7.38 0.48 2.14  0.261
75 H -3.36 -0.70 -3.69  0.194
76 H -4.84 0.25 -3.94  0.334
77 H -4.80 -1.46 -4.39  0.423
78 H -3.27 -2.43 -1.88  0.036
79 H -4.71 -3.23 -2.55  0.554
80 H -4.68 -2.73 -0.85  0.177
81 H -6.84 -0.13 -2.49  0.326
82 H -6.78 -1.33 -1.19  0.070
83 H -6.85 -1.86 -2.88  0.531
84 H -6.44 1.63 -0.83  0.032
85 H -6.78 3.35 -0.59  0.524
86 H -6.81 2.24 0.79  0.205
87 H -4.33 2.42 -1.99  -0.077
88 H -3.05 3.20 -1.04  -0.287
89 H -4.49 4.13 -1.52  0.612
90 H -5.13 3.53 2.08  0.356
91 H -5.08 4.77 0.82  0.411
92 H -3.59 3.97 1.35  0.276

## Properties
Relative energy (zero: lowest compared OMol25 entry of this formula, charge and spin)   2.2 kcal/mol
LUMO level (alpha / beta)   -2.9 / -2.9 eV
Total charge   +1
E_tot   -4217.2308 hartree
Largest force on an atom   1.314 eV Å⁻¹

2.
Computed, not measured: a cluster of 3 separate species, C23H48NO10P3 in total, with ωB97M-V with the def2-TZVPD basis set.

Each line ends with the Mulliken charge.
Cartesian coordinates (Å):
1 N -9.08 -2.51 -2.68  -0.587
2 C -8.21 -1.40 -2.28  -1.017
3 C -6.71 -1.75 -2.35  0.247
4 C -6.26 -1.74 -3.80  -0.801
5 C -6.30 -0.35 -4.49  -1.590
6 C -5.55 0.69 -3.68  0.902
7 C -4.17 0.80 -3.82  -0.397
8 C -3.49 1.73 -3.04  -0.605
9 C -4.17 2.51 -2.13  -0.490
10 C -5.55 2.41 -2.00  -0.706
11 C -6.23 1.49 -2.78  -0.215
12 O -6.61 -3.03 -1.73  -0.454
13 C -5.36 -3.66 -1.89  -0.477
14 P -3.83 -2.68 -1.61  0.533
15 O -2.74 -3.26 -2.45  -0.698
16 H -9.91 -2.49 -2.10  0.241
17 H -9.39 -2.36 -3.63  0.226
18 H -8.44 -0.48 -2.83  0.330
19 H -8.41 -1.16 -1.23  0.487
20 H -6.21 -1.00 -1.73  0.419
21 H -5.23 -2.08 -3.94  0.428
22 H -6.89 -2.42 -4.39  0.389
23 H -5.82 -0.47 -5.46  0.509
24 H -7.33 -0.04 -4.67  0.430
25 H -3.65 0.17 -4.53  0.423
26 H -2.42 1.79 -3.15  0.462
27 H -3.64 3.22 -1.51  0.390
28 H -6.09 3.04 -1.30  0.416
29 H -7.30 1.41 -2.64  0.340
30 H -5.33 -4.47 -1.14  0.435
31 H -5.24 -4.15 -2.86  0.346
32 H -4.00 -1.34 -2.00  0.008
33 H -3.40 -2.70 -0.26  0.078
34 C 1.58 -1.82 -1.62  -0.952
35 C 1.10 -0.39 -1.79  -0.313
36 O 2.17 0.57 -1.70  -0.190
37 P 3.29 0.60 -2.87  0.912
38 O 2.64 1.08 -4.10  -0.824
39 O 4.21 1.86 -2.43  -0.322
40 C 4.30 3.05 -3.21  -0.357
41 C 3.23 4.05 -2.83  -1.044
42 O 4.30 -0.51 -2.32  -0.283
43 C 5.33 -0.27 -1.35  -0.485
44 C 4.84 0.22 -0.01  -0.573
45 H 2.23 -2.12 -2.45  0.292
46 H 0.73 -2.50 -1.60  0.383
47 H 2.16 -1.93 -0.70  0.176
48 H 0.58 -0.27 -2.74  0.284
49 H 0.40 -0.14 -0.99  0.288
50 H 4.27 2.81 -4.27  0.352
51 H 5.29 3.48 -3.02  0.338
52 H 2.25 3.59 -2.78  0.260
53 H 3.19 4.86 -3.56  0.368
54 H 3.44 4.48 -1.85  0.284
55 H 6.09 0.38 -1.76  0.293
56 H 5.82 -1.24 -1.21  0.373
57 H 4.31 1.17 -0.07  0.330
58 H 5.70 0.37 0.66  0.258
59 H 4.16 -0.50 0.45  0.140
60 C 6.80 0.63 3.82  -0.934
61 C 6.58 0.62 5.32  -0.432
62 O 5.20 0.60 5.69  -0.256
63 P 4.32 -0.72 5.36  0.863
64 O 4.81 -1.82 6.22  -0.826
65 O 2.89 -0.35 6.02  -0.303
66 C 2.35 -1.08 7.13  -0.354
67 C 2.80 -0.49 8.45  -1.062
68 O 3.87 -0.39 3.87  -0.148
69 C 2.75 0.43 3.50  0.013
70 C 2.79 1.86 3.99  -1.049
71 H 6.45 -0.29 3.36  0.253
72 H 7.86 0.75 3.59  0.489
73 H 6.24 1.45 3.36  0.170
74 H 7.09 -0.24 5.77  0.311
75 H 7.00 1.53 5.76  0.315
76 H 2.60 -2.14 7.06  0.346
77 H 1.26 -1.01 7.05  0.341
78 H 3.87 -0.31 8.47  0.275
79 H 2.54 -1.16 9.27  0.370
80 H 2.31 0.47 8.62  0.282
81 H 1.82 -0.06 3.79  0.285
82 H 2.76 0.45 2.40  0.124
83 H 2.83 1.93 5.08  0.271
84 H 1.90 2.38 3.65  0.420
85 H 3.67 2.37 3.61  0.247

## Properties
LUMO level   0.6 eV
SMILES   NC[C@H](CCc1ccccc1)OC[PH2]=O.CCOP(=O)(OCC)OCC.CCOP(=O)(OCC)OCC
E_tot   -2736.5058 hartree
Largest force on an atom   5.033 eV Å⁻¹

3.
Computed, not measured: a structure of composition C23H48NOP3ScSe, with ωB97M-V with the def2-TZVPD basis set.

Each line ends with the Mulliken charge.
Cartesian coordinates (Å):
1 Sc -0.25 -0.95 -0.49  -0.508
2 P 0.13 1.13 1.08  0.926
3 P -2.57 -0.02 -0.84  1.294
4 P 2.29 -0.74 -0.83  1.199
5 H -1.62 -4.07 -4.21  0.307
6 C -0.66 -3.94 -3.68  -0.770
7 C -0.49 -3.09 -2.63  -0.069
8 H -1.18 -2.25 -2.49  -0.008
9 C 0.33 2.80 0.33  -1.122
10 C -1.23 1.44 2.29  -0.993
11 C 1.55 1.13 2.25  -0.898
12 C -3.53 -0.79 -2.19  -1.168
13 C -3.59 -0.44 0.62  -1.279
14 C -2.84 1.76 -1.10  -1.106
15 C 2.78 -1.76 -2.24  -1.095
16 C 3.17 -1.48 0.61  -1.317
17 C 3.15 0.88 -1.05  -0.900
18 H 0.11 -4.62 -4.09  0.287
19 H 0.26 -3.30 -1.83  0.188
20 H 0.40 3.56 1.13  0.455
21 H -0.53 3.03 -0.31  0.310
22 H 1.24 2.82 -0.27  0.310
23 H -0.92 2.21 3.02  0.546
24 H -1.48 0.51 2.84  -0.060
25 H -2.13 1.80 1.76  0.517
26 H 1.40 1.90 3.02  0.518
27 H 2.49 1.34 1.72  0.482
28 H 1.63 0.15 2.76  -0.212
29 H -4.56 -0.41 -2.15  0.517
30 H -3.53 -1.88 -2.09  0.418
31 H -3.07 -0.52 -3.15  0.351
32 H -4.59 -0.01 0.49  0.515
33 H -3.16 -0.04 1.55  0.241
34 H -3.67 -1.53 0.72  0.298
35 H -3.92 1.93 -1.23  0.504
36 H -2.33 2.07 -2.02  0.232
37 H -2.48 2.36 -0.26  0.310
38 H 3.86 -1.69 -2.42  0.512
39 H 2.24 -1.43 -3.14  0.364
40 H 2.53 -2.81 -2.07  0.406
41 H 4.21 -1.74 0.33  0.526
42 H 2.66 -2.39 0.95  0.308
43 H 3.21 -0.77 1.46  0.329
44 H 4.16 0.69 -1.44  0.518
45 H 3.22 1.42 -0.09  0.376
46 H 2.62 1.52 -1.77  -0.058
47 C 0.39 1.60 -5.31  0.031
48 C -0.19 0.34 -5.02  0.143
49 C -0.18 -0.65 -6.00  -0.566
50 C 0.43 -0.42 -7.25  -0.494
51 C 0.94 0.85 -7.57  -0.528
52 C 0.94 1.85 -6.59  -0.322
53 Se 0.25 2.78 -3.79  -0.077
54 H 1.59 3.04 -3.18  0.074
55 H -0.63 0.17 -4.01  0.256
56 H -0.74 -1.59 -5.81  0.347
57 H 0.49 -1.24 -7.97  0.395
58 H 1.36 1.06 -8.57  0.375
59 H 1.43 2.80 -6.81  0.421
60 O -0.52 -1.84 1.35  -0.264
61 C -0.62 -2.10 2.62  -0.040
62 C 0.54 -2.26 3.57  -0.468
63 C 0.59 -1.19 4.66  -0.542
64 C -0.25 -1.54 5.88  -1.134
65 C -1.75 -1.57 5.55  -0.521
66 C -2.16 -2.64 4.52  -0.743
67 N -1.86 -2.25 3.12  0.205
68 H 0.48 -3.28 4.00  0.636
69 H 1.44 -2.22 2.96  0.013
70 H 1.62 -0.98 4.94  0.563
71 H 0.20 -0.25 4.26  0.180
72 H 0.06 -2.50 6.31  0.384
73 H -0.08 -0.79 6.66  0.388
74 H -2.33 -1.76 6.48  0.369
75 H -2.05 -0.57 5.22  0.253
76 H -1.63 -3.57 4.78  0.319
77 H -3.24 -2.85 4.60  0.466
78 H -2.56 -2.60 2.45  0.378

## Properties
Relative energy (zero: lowest compared OMol25 entry of this formula, charge and spin)   0.5 kcal/mol
LUMO level   -10.0 eV
Total charge   +3
E_tot   -5220.4766 hartree
Largest force on an atom   2.275 eV Å⁻¹

4.
Computed, not measured: a cluster of 8 separate species, C23H49N6O11 in total, with ωB97M-V with the def2-TZVPD basis set.

Each line ends with the Mulliken charge.
Cartesian coordinates (Å):
1 C 7.24 -0.46 -0.71  -0.591
2 C 8.03 -0.10 0.54  0.524
3 O 7.53 -0.15 1.66  -0.696
4 O 9.28 0.17 0.46  -0.772
5 H 6.32 -0.99 -0.45  0.135
6 H 7.85 -1.10 -1.35  0.214
7 H 6.92 0.37 -1.34  0.193
8 C 4.17 -1.90 -5.48  -0.169
9 C 3.35 -0.62 -5.42  -0.284
10 O 2.25 -0.95 -6.22  -0.331
11 C 2.18 -2.21 -6.53  0.740
12 O 1.38 -2.64 -7.36  -0.609
13 O 3.24 -2.87 -6.08  -0.342
14 H 4.23 -2.16 -4.43  0.222
15 H 5.13 -1.82 -5.99  0.293
16 H 3.73 0.25 -5.96  0.225
17 H 2.84 -0.41 -4.48  0.251
18 C 3.96 0.39 7.67  -0.948
19 C 5.00 -0.38 6.94  0.586
20 O 6.02 0.15 6.49  -0.632
21 N 4.72 -1.64 6.66  -0.200
22 C 5.63 -2.73 6.12  -0.814
23 H 3.32 -0.02 8.45  0.357
24 H 3.39 1.12 7.09  0.226
25 H 4.69 1.00 8.20  0.291
26 H 3.87 -1.96 7.12  0.257
27 H 5.31 -3.66 6.59  0.321
28 H 6.64 -2.50 6.47  0.286
29 H 5.75 -2.71 5.03  0.267
30 C 4.10 5.87 3.97  -1.171
31 C 4.88 4.71 3.28  0.675
32 O 6.10 4.72 3.08  -0.649
33 N 4.27 3.54 3.15  -0.082
34 C 2.86 3.42 2.96  -0.913
35 H 3.49 5.65 4.84  0.341
36 H 3.62 6.41 3.15  0.320
37 H 4.83 6.57 4.36  0.318
38 H 4.84 2.85 2.68  0.244
39 H 2.23 4.26 3.26  0.353
40 H 2.41 2.66 3.59  0.275
41 H 2.60 3.20 1.93  0.289
42 C 2.94 6.63 -4.28  -0.881
43 C 3.94 5.84 -3.46  0.631
44 O 3.85 4.62 -3.38  -0.643
45 N 4.82 6.59 -2.80  -0.225
46 C 5.95 6.01 -2.13  -0.798
47 H 1.95 6.32 -3.95  0.247
48 H 2.97 6.39 -5.34  0.254
49 H 3.12 7.70 -4.15  0.287
50 H 4.50 7.48 -2.44  0.260
51 H 6.25 6.74 -1.38  0.319
52 H 6.77 5.83 -2.82  0.210
53 H 5.52 5.10 -1.69  0.339
54 C 10.65 -5.46 0.84  -0.874
55 C 12.20 -5.40 0.48  0.581
56 O 12.53 -4.35 0.00  -0.602
57 N 12.88 -6.51 0.62  -0.198
58 C 14.25 -6.82 0.47  -0.773
59 H 10.33 -4.73 1.58  0.313
60 H 10.41 -6.39 1.36  0.300
61 H 10.03 -5.25 -0.04  0.213
62 H 12.41 -7.07 1.32  0.210
63 H 14.18 -6.94 -0.61  0.239
64 H 14.41 -7.69 1.10  0.313
65 H 14.83 -5.92 0.70  0.279
66 C 11.94 -3.13 -5.15  -0.952
67 C 13.37 -3.08 -4.84  0.610
68 O 13.75 -1.97 -4.39  -0.666
69 N 14.16 -4.15 -5.04  -0.178
70 C 13.83 -5.45 -5.63  -0.877
71 H 11.52 -2.31 -4.58  0.301
72 H 11.55 -4.11 -4.86  0.336
73 H 11.74 -3.04 -6.22  0.250
74 H 15.11 -4.09 -4.71  0.254
75 H 14.82 -5.86 -5.86  0.300
76 H 13.22 -5.59 -6.53  0.292
77 H 13.44 -6.02 -4.79  0.330
78 C 2.24 -2.87 0.72  -1.082
79 C 1.11 -3.70 0.04  0.764
80 O -0.10 -3.63 0.43  -0.671
81 N 1.41 -4.49 -1.00  -0.161
82 C 0.65 -5.65 -1.38  -0.865
83 H 2.05 -2.45 1.70  0.311
84 H 2.47 -2.06 0.03  0.268
85 H 3.21 -3.37 0.70  0.326
86 H 2.29 -4.49 -1.49  0.212
87 H -0.31 -5.68 -0.88  0.345
88 H 1.29 -6.54 -1.34  0.270
89 H 0.36 -5.60 -2.43  0.281

## Properties
Relative energy (zero: lowest compared OMol25 entry of this formula, charge and spin)   155.0 kcal/mol
LUMO level   1.9 eV
Total charge   -1
E_tot   -2061.9196 hartree
Largest force on an atom   4.908 eV Å⁻¹

5.
Computed, not measured: a structure of composition C23H49NO2P2Ru, with ωB97M-V with the def2-TZVPD basis set.

Each line ends with the Löwdin spin population.
Cartesian coordinates (Å):
1 Ru 0.09 0.61 -0.40  1.352
2 C -0.86 -0.24 0.94  0.084
3 O -1.42 -0.86 1.76  0.041
4 C 1.15 -0.82 -0.86  0.061
5 O 1.86 -1.67 -1.24  0.012
6 P -1.76 -0.50 -1.77  0.239
7 C -1.84 0.58 -3.26  0.055
8 H -2.53 0.09 -3.95  0.006
9 C -1.42 -2.18 -2.51  0.181
10 H -0.34 -2.13 -2.69  0.060
11 C -3.57 -0.48 -1.25  0.179
12 H -3.66 0.56 -0.87  0.058
13 C 1.05 1.72 2.95  0.074
14 P 1.70 1.20 1.28  0.257
15 H 2.80 3.31 0.71  0.007
16 H 0.19 2.38 2.73  0.028
17 C 3.53 0.83 1.44  0.184
18 H 3.89 1.77 1.91  0.004
19 C -1.64 -3.32 -1.50  0.053
20 H -1.08 -4.20 -1.84  0.029
21 H -2.69 -3.61 -1.43  0.013
22 H -1.28 -3.06 -0.50  0.002
23 C -2.09 -2.51 -3.84  0.055
24 H -3.18 -2.63 -3.75  0.017
25 H -1.68 -3.47 -4.20  0.025
26 H -1.89 -1.76 -4.61  0.000
27 C -4.58 -0.62 -2.40  0.053
28 H -4.39 0.05 -3.25  0.001
29 H -5.57 -0.35 -2.01  0.025
30 H -4.63 -1.65 -2.78  0.015
31 C -3.95 -1.42 -0.11  0.052
32 H -5.01 -1.26 0.12  0.021
33 H -3.40 -1.21 0.81  0.001
34 H -3.79 -2.48 -0.35  0.019
35 C -2.43 1.92 -2.81  0.019
36 H -3.52 1.92 -2.79  0.002
37 H -2.09 2.71 -3.48  0.001
38 H -2.11 2.18 -1.79  0.006
39 C -0.49 0.70 -3.94  0.018
40 H 0.28 1.11 -3.28  0.007
41 H -0.57 1.36 -4.81  0.000
42 H -0.12 -0.27 -4.30  0.001
43 C 2.10 2.50 3.72  0.022
44 H 2.57 3.31 3.13  0.000
45 H 2.90 1.84 4.10  0.006
46 H 1.64 2.97 4.60  0.009
47 C 0.51 0.60 3.84  0.014
48 H 1.22 -0.23 3.93  0.006
49 C 2.02 2.45 -1.13  0.060
50 H -0.44 0.20 3.48  0.001
51 H 0.33 0.98 4.85  0.002
52 C 0.65 3.70 0.57  0.073
53 H 1.18 1.77 -1.43  0.022
54 H 1.98 3.36 -1.74  0.012
55 H 2.92 1.90 -1.39  0.002
56 C 1.89 2.83 0.34  0.151
57 H 0.60 4.46 -0.22  0.014
58 H 0.68 4.20 1.56  0.003
59 H -0.28 3.09 0.52  0.018
60 C 4.29 0.68 0.13  0.053
61 H 3.82 -0.04 -0.56  0.008
62 H 5.30 0.32 0.35  0.031
63 H 4.44 1.64 -0.37  0.002
64 C 3.84 -0.35 2.35  0.099
65 H 3.49 -1.30 1.91  0.002
66 H 3.40 -0.23 3.35  0.002
67 H 4.93 -0.38 2.48  0.045
68 H -0.36 2.93 -1.47  0.012
69 H -0.15 2.71 -2.16  0.011
70 C 1.76 -4.27 4.61  0.000
71 C 0.65 -3.41 3.97  0.000
72 C 0.91 -2.85 2.64  0.001
73 N 1.17 -2.40 1.60  0.003
74 H 2.13 -5.03 3.91  0.000
75 H 1.37 -4.82 5.48  0.000
76 H 2.58 -3.67 5.01  0.000
77 H -0.24 -4.04 3.86  0.000
78 H 0.41 -2.55 4.62  0.000

## Properties
LUMO level (alpha / beta)   -13.3 / -18.0 eV
Multiplicity   5
Total charge   +4
E_tot   -1886.6959 hartree
Largest force on an atom   7.565 eV Å⁻¹
⟨S²⟩   6.02